Molecular formula: C7H25BO18
Method: DFT, ωB97M-V/def2-TZVPD

Properties
Kohn-Sham gap (spin up / spin down) (eV): 2.418 / 3.302
Multiplicity: 2
Charge: -3

Last columns: bonded neighbours and bond lengths (Å).
CARTESIAN COORDINATES (ANGSTROEM)
1 O 1.00569 -3.16398 -0.89353  C2 1.223
2 C 0.47088 -2.33343 -0.17334  O1 1.223, O3 1.275, C6 1.534
3 O 0.67110 -1.07448 -0.13109  C2 1.275, B4 1.467
4 B -0.20754 -0.46250 0.87098  O3 1.467, O5 1.476, O8 1.475, O12 1.475
5 O -0.87849 -1.57463 1.57260  B4 1.476, C6 1.326
6 C -0.59163 -2.66942 0.88146  C2 1.534, O5 1.326, O7 1.199
7 O -0.86233 -3.79337 1.20015  C6 1.199
8 O -1.17976 0.42596 0.20703  B4 1.475, C9 1.323
9 C -1.10614 1.64778 0.70985  O8 1.323, O10 1.207, C11 1.519
10 O -1.86049 2.50433 0.31869  C9 1.207
11 C 0.07358 1.71886 1.66367  C9 1.519, O12 1.319, O13 1.211
12 O 0.44905 0.46298 1.81361  B4 1.475, C11 1.319
13 O 0.51345 2.67966 2.25458  C11 1.211
14 C 0.41568 2.28256 -2.95848  C15 1.580, H18 1.090, H19 1.090, H20 1.090
15 C 0.63775 3.79439 -2.55670  C14 1.580, C16 1.555, O17 1.433, H21 1.090
16 C 1.27565 3.87351 -1.14105  C15 1.555, H22 1.090, H23 1.090, H24 1.090
17 O 1.34190 4.58500 -3.52264  C15 1.433
18 H -0.38090 1.83174 -2.36659  C14 1.090
19 H 1.34358 1.71149 -2.92734  C14 1.090
20 H -0.02189 2.34779 -3.95466  C14 1.090
21 H -0.32596 4.30110 -2.50569  C15 1.090
22 H 0.64632 3.36084 -0.41357  C16 1.090
23 H 1.31975 4.88383 -0.73437  C16 1.090
24 H 2.22708 3.34213 -1.11854  C16 1.090
25 O 1.73235 -5.12155 2.63869  H26 0.957, H27 0.957
26 H 1.41039 -5.25118 1.74663  O25 0.957
27 H 2.63387 -4.81987 2.52699  O25 0.957
28 O 3.22801 0.59716 -0.13143  H29 0.957, H30 0.957
29 H 2.35662 0.90808 -0.37685  O28 0.957
30 H 3.06317 -0.12741 0.47194  O28 0.957
31 O -2.47747 0.25416 -2.31129  H32 0.957, H33 0.957
32 H -2.08274 0.72915 -1.57998  O31 0.957
33 H -3.28237 -0.11700 -1.94988  O31 0.957
34 O 3.75350 -4.57467 -1.19724  H35 0.957, H36 0.957
35 H 3.14919 -5.16497 -0.74714  O34 0.957
36 H 3.24652 -3.77542 -1.34006  O34 0.957
37 O -1.07398 -5.69541 -1.50566  H38 0.957, H39 0.957
38 H -1.65353 -6.19885 -0.93390  O37 0.957
39 H -0.64679 -5.06826 -0.92220  O37 0.957
40 O -3.56947 -5.04045 1.19471  H41 0.957, H42 0.957
41 H -3.41665 -4.50999 0.41274  O40 0.957
42 H -2.76272 -4.95662 1.70300  O40 0.957
43 O 3.27125 2.51078 2.96430  H44 0.957, H45 0.957
44 H 2.57650 2.48560 2.30634  O43 0.957
45 H 2.82303 2.74192 3.77788  O43 0.957
46 O -2.41780 5.07299 -0.35629  H47 0.957, H48 0.957
47 H -2.74580 5.12451 0.54149  O46 0.957
48 H -1.92601 4.25231 -0.38540  O46 0.957
49 O -3.46805 1.94634 2.73422  H50 0.957, H51 0.957
50 H -2.95267 2.08519 1.93966  O49 0.957
51 H -3.74492 1.03144 2.68386  O49 0.957


Molecular formula: C3H4N2O2
Method: DFT, ωB97M-V/def2-TZVPD

Properties
Kohn-Sham gap (eV): 8.787
Multiplicity: 1
Charge: 0
SMILES: NC1=CN1.O=C=O
Energy relative to the best compared isomer or geometry (same formula, charge and spin) (kcal per mole): 86.9

Last columns: bonded neighbours and bond lengths (Å).
CARTESIAN COORDINATES (ANGSTROEM)
1 N -0.14284 0.75317 2.05440  C2 1.356, H8 1.011, H9 1.008
2 C -0.00842 -0.19131 1.09044  N1 1.356, C3 1.281, N7 1.452
3 C 0.29550 -1.28482 0.49706  C2 1.281, N7 1.526, H10 1.070
4 O 1.28335 -0.07111 -2.39799  C5 1.169
5 C 0.20457 0.36233 -2.52198  O4 1.169, O6 1.170
6 O -0.82841 0.82793 -2.81401  C5 1.170
7 N -0.46800 -0.22039 -0.28613  C2 1.452, C3 1.526, H11 1.025
8 H -0.31661 1.66679 1.65750  N1 1.011
9 H 0.59111 0.79346 2.74464  N1 1.008
10 H 0.85351 -2.17458 0.29413  C3 1.070
11 H -1.46376 -0.46146 -0.31806  N7 1.025


Molecular formula: C12H18N5O3S
Method: DFT, ωB97M-V/def2-TZVPD

Properties
Kohn-Sham gap (eV): 7.393
Multiplicity: 1
Charge: -1
SMILES: CNC(=O)[C@@H](Cc1cnc[nH]1)NC(=O)[C@H](C[S-])NC(C)=O
Energy relative to the best compared isomer or geometry (same formula, charge and spin) (kcal per mole): 0.0

Last columns: bonded neighbours and bond lengths (Å).
CARTESIAN COORDINATES (ANGSTROEM)
1 O 1.39517 2.50679 4.39780  C6 1.201
2 O 1.10327 -0.42208 2.51566  C7 1.240
3 O -2.96216 -1.70863 1.47609  C8 1.243
4 S 1.40127 2.71682 -0.91632  C18 1.812
5 N 0.56421 -1.41541 -3.78798  C9 1.349, C10 1.410
6 C 2.46154 2.13455 3.99061  O1 1.201, N14 1.338, C16 1.488
7 C 0.89674 0.49078 1.70161  O2 1.240, N15 1.324, C20 1.550
8 C -2.06279 -0.87180 1.66583  O3 1.243, N13 1.340, C21 1.542
9 C 1.15238 -0.30553 -3.29564  N5 1.349, N12 1.314, H22 1.062
10 C -0.52307 -1.68800 -2.93204  N5 1.410, C11 1.369, H23 1.094
11 C -0.50533 -0.73187 -1.95295  C10 1.369, N12 1.355, C19 1.540
12 N 0.49813 0.13151 -2.24323  C9 1.314, C11 1.355, H24 1.022
13 N -2.00541 -0.11809 2.77194  C8 1.340, C17 1.459, H25 1.015
14 N 2.72033 1.77926 2.72713  C6 1.338, C20 1.438, H26 1.007
15 N -0.06740 0.46084 0.79491  C7 1.324, C21 1.480, H27 1.016
16 C 3.64391 2.00566 4.88504  C6 1.488, H28 1.058, H29 1.094, H30 1.075
17 C -2.90028 -0.25877 3.91588  N13 1.459, H31 1.097, H32 1.085, H33 1.088
18 C 2.52829 2.02893 0.32418  S4 1.812, C20 1.552, H34 1.097, H35 1.117
19 C -1.53773 -0.54841 -0.82571  C11 1.540, C21 1.538, H36 1.085, H37 1.112
20 C 1.76605 1.77360 1.65134  C7 1.550, N14 1.438, C18 1.552, H38 1.110
21 C -0.96708 -0.69725 0.59449  C8 1.542, N15 1.480, C19 1.538, H39 1.090
22 H 2.03408 0.12293 -3.70377  C9 1.062
23 H -1.23213 -2.51940 -2.97831  C10 1.094
24 H 0.74886 1.00186 -1.77049  N12 1.022
25 H -1.21850 0.51326 2.88142  N13 1.015
26 H 3.61268 1.34376 2.55934  N14 1.007
27 H 0.01181 1.21768 0.12143  N15 1.016
28 H 3.94645 0.99203 4.90206  C16 1.058
29 H 4.42120 2.70002 4.55387  C16 1.094
30 H 3.34160 2.39251 5.84130  C16 1.075
31 H -3.93063 0.00957 3.65328  C17 1.097
32 H -2.55030 0.36326 4.73304  C17 1.085
33 H -2.85269 -1.29425 4.24633  C17 1.088
34 H 2.99492 1.11370 -0.06089  C18 1.097
35 H 3.30000 2.80200 0.55702  C18 1.117
36 H -2.33140 -1.26810 -0.99478  C19 1.085
37 H -1.95280 0.47553 -0.95141  C19 1.112
38 H 1.06859 2.61860 1.82955  C20 1.110
39 H -0.36882 -1.60734 0.63809  C21 1.090


Number 1: DFT total energy -45198.719 eV. Number 2: DFT total energy -10248.498 eV. Number 3: DFT total energy -37168.106 eV.